Entry from the OMol25 dataset: an isolated molecule of C17H19NO4S at a distorted geometry (wB97M-V/def2-TZVPD).

As for the SMILES: COc1ccc(N(C[C@@H]2CO2)S(=O)(=O)c2ccc(C)cc2)cc1. Its total energy is -38450.69319 eV. For the energy above the lowest of the compared OMol25 structures with the same formula, charge and spin, the calculation gives 71.97 kcal/mol. As for the multiplicity: 1. As for the highest occupied orbital energy: -8.407 eV. The LUMO energy comes out at 0.64 eV.

CARTESIAN COORDINATES (ANGSTROEM)
S1 1.63 0.50 1.56
O1 3.21 3.54 -1.61
O2 0.80 0.63 2.72
O3 3.01 0.84 1.66
O4 -4.47 0.49 -0.37
N1 0.96 1.45 0.33
C1 2.43 4.14 -0.61
C2 -2.26 0.29 -1.10
C3 1.46 -1.15 0.89
C4 -0.90 0.51 -0.96
C5 0.94 -4.94 -1.00
C6 1.82 1.64 -0.82
C7 -3.16 0.77 -0.15
C8 2.35 -2.95 -0.40
C9 2.83 2.73 -0.54
C10 -0.42 1.23 0.13
C11 -5.43 0.95 0.55
C12 -2.67 1.47 0.95
C13 0.07 -3.01 0.35
C14 1.12 -3.60 -0.35
C15 0.24 -1.78 0.96
C16 2.52 -1.72 0.21
C17 -1.31 1.70 1.08
H1 -0.56 -1.31 1.51
H2 -0.88 -3.51 0.40
H3 1.21 1.96 -1.67
H4 -6.39 0.61 0.17
H5 3.63 2.45 0.15
H6 3.47 -1.20 0.18
H7 -5.42 2.04 0.62
H8 2.34 0.72 -1.09
H9 -0.92 2.24 1.93
H10 1.41 4.38 -0.88
H11 2.94 4.87 0.01
H12 -3.33 1.85 1.71
H13 -2.65 -0.26 -1.95
H14 -0.23 0.12 -1.71
H15 3.17 -3.40 -0.93
H16 1.59 -5.04 -1.87
H17 -0.09 -5.09 -1.30
H18 -5.26 0.52 1.55
H19 1.20 -5.73 -0.29

Entry from the OMol25 dataset: an isolated molecule of C19H35NO3 (wB97M-V/def2-TZVPD).

As for the SMILES: C1CCCCCC2(CCCCC1)OC[C@@H](CN1CCOCC1)O2. Its total energy is -27903.16945 eV. For the energy above the lowest of the compared OMol25 structures with the same formula, charge and spin, the calculation gives 0.00 kcal/mol. As for the multiplicity: 1. As for the highest occupied orbital energy: -8.766 eV. The LUMO energy comes out at 0.90 eV.

CARTESIAN COORDINATES (ANGSTROEM)
O1 -4.78 0.95 -3.19
O2 0.13 -0.49 -1.30
O3 0.99 -2.55 -0.87
N1 -2.53 -0.77 -2.96
C1 -4.65 -0.20 -3.99
C2 -0.86 -0.20 1.32
C3 0.05 -1.39 0.98
C4 3.07 2.15 2.86
C5 1.41 0.39 3.69
C6 3.60 1.45 0.46
C7 2.49 1.40 4.07
C8 -0.99 0.09 2.82
C9 -1.65 -1.78 -2.40
C10 0.85 -1.24 -0.34
C11 2.23 0.90 0.06
C12 -2.68 0.39 -2.10
C13 -3.85 -1.29 -3.28
C14 -0.19 -1.31 -2.41
C15 -3.51 1.45 -2.84
C16 3.92 1.25 1.94
C17 0.81 -2.46 -2.26
C18 0.06 1.04 3.40
C19 2.25 -0.62 -0.14
H1 2.83 -0.85 -1.04
H2 -0.33 1.46 4.33
H3 -2.97 1.76 -3.74
H4 2.08 2.12 4.77
H5 -3.19 0.13 -1.16
H6 -1.70 0.79 -1.86
H7 1.89 1.36 -0.86
H8 -4.15 0.06 -4.93
H9 0.19 1.87 2.70
H10 -0.55 -2.29 0.89
H11 -1.97 0.54 2.98
H12 -5.67 -0.54 -4.20
H13 -1.93 -2.05 -1.37
H14 1.75 -0.17 2.82
H15 1.75 -2.23 -2.77
H16 3.77 0.21 2.20
H17 -3.74 -2.15 -3.95
H18 -0.50 0.69 0.81
H19 -3.69 2.31 -2.20
H20 4.37 0.96 -0.15
H21 -0.02 -0.72 -3.32
H22 3.63 2.52 0.23
H23 3.68 2.98 3.23
H24 -1.73 -2.67 -3.03
H25 2.25 2.59 2.29
H26 0.77 -1.57 1.78
H27 -1.85 -0.41 0.92
H28 -0.98 -0.85 3.38
H29 2.72 -1.12 0.70
H30 0.43 -3.42 -2.61
H31 3.31 0.88 4.58
H32 1.28 -0.32 4.51
H33 4.98 1.47 2.10
H34 -4.39 -1.62 -2.38
H35 1.51 1.15 0.84

Entry from the OMol25 dataset: an isolated molecule of C10H15ClN2 at a distorted geometry (wB97M-V/def2-TZVPD).

As for the SMILES: CCN(C)CCc1cncc(Cl)c1. Its total energy is -26115.13368 eV. For the energy above the lowest of the compared OMol25 structures with the same formula, charge and spin, the calculation gives 1.01 kcal/mol. As for the multiplicity: 1. As for the highest occupied orbital energy: -8.486 eV. The LUMO energy comes out at 0.64 eV.

CARTESIAN COORDINATES (ANGSTROEM)
Cl1 5.18 -1.72 -0.16
N1 -1.85 0.07 -0.60
N2 3.66 1.99 -0.15
C1 -3.57 -1.69 -0.04
C2 -2.57 1.23 -0.06
C3 1.83 0.44 0.24
C4 -0.42 0.15 -0.70
C5 4.08 -0.36 -0.03
C6 0.36 0.24 0.61
C7 2.33 1.70 0.09
C8 2.73 -0.66 0.18
C9 4.47 0.96 -0.20
C10 -2.15 -1.17 0.11
H1 0.25 -0.73 1.17
H2 -3.62 0.95 -0.05
H3 5.48 1.19 -0.34
H4 1.71 2.55 0.23
H5 -4.03 -1.43 -1.00
H6 -1.46 -1.94 -0.23
H7 -3.61 -2.76 0.13
H8 -0.15 -0.79 -1.25
H9 2.33 -1.63 0.15
H10 -4.28 -1.20 0.64
H11 -0.20 0.98 -1.38
H12 0.00 1.01 1.30
H13 -2.43 2.10 -0.75
H14 -1.96 -1.03 1.19
H15 -2.11 1.55 0.89

Entry from the OMol25 dataset: a cluster of 7 separate species, C4H20NO8S in total at a distorted geometry (wB97M-V/def2-TZVPD).

The net charge is -1. Its total energy is -33178.78751 eV. For the energy above the lowest of the compared OMol25 structures with the same formula, charge and spin, the calculation gives 64.64 kcal/mol. As for the multiplicity: 1. As for the highest occupied orbital energy: -5.877 eV. The LUMO energy comes out at 3.00 eV.

CARTESIAN COORDINATES (ANGSTROEM)
S1 2.55 -1.95 1.85
O1 0.18 -3.12 -2.91
O2 -4.23 -0.24 -1.47
O3 -2.57 -0.70 1.91
O4 -1.59 3.68 0.49
O5 -0.42 0.92 -0.30
O6 1.09 3.51 1.22
O7 0.03 -0.07 1.64
O8 -2.87 1.33 0.00
N1 1.22 -0.36 -1.75
C1 1.97 -1.67 0.10
C2 1.53 -0.26 -0.37
C3 2.47 -0.28 -2.61
C4 0.29 0.22 0.46
H1 3.12 0.64 -2.29
H2 3.14 -1.12 -2.52
H3 2.20 -0.37 -3.73
H4 1.08 -2.38 -0.06
H5 -1.93 0.95 -0.20
H6 -3.54 0.49 -1.21
H7 -1.86 -0.03 1.95
H8 0.49 0.13 -2.20
H9 -0.59 -3.43 -2.50
H10 -4.34 -0.58 -0.56
H11 0.49 -2.25 -2.50
H12 2.30 0.54 -0.28
H13 0.43 4.21 0.85
H14 -2.04 3.00 -0.07
H15 1.37 -1.20 2.28
H16 -2.21 -1.13 2.61
H17 -3.04 1.22 0.89
H18 2.93 -1.98 -0.59
H19 0.51 2.89 1.69
H20 -2.48 3.57 1.07

Entry from the OMol25 dataset: a cluster of 5 separate species, C25H48ClN6O8 in total at a distorted geometry (wB97M-V/def2-TZVPD).

The net charge is +1. Its total energy is -64537.16633 eV. As for the multiplicity: 1. As for the highest occupied orbital energy: -10.662 eV. The LUMO energy comes out at -4.35 eV.

CARTESIAN COORDINATES (ANGSTROEM)
Cl1 1.77 3.25 2.08
O1 3.33 -4.84 -7.38
O2 -1.72 2.05 -2.32
O3 5.46 -1.11 1.95
O4 0.42 -2.16 -1.65
O5 6.81 -0.65 1.77
O6 -5.92 2.88 1.54
O7 -2.21 -1.09 1.69
O8 1.50 -4.03 -0.99
N1 -3.91 1.50 -2.33
N2 4.63 1.52 -1.11
N3 -4.04 4.10 1.89
N4 3.45 -3.64 -5.46
N5 -3.39 -2.19 3.28
N6 3.36 1.69 -1.46
C1 4.46 -2.76 -6.01
C2 5.05 1.05 0.05
C3 -4.99 3.22 2.25
C4 -4.10 4.71 0.57
C5 1.39 1.63 2.73
C6 0.74 -3.12 -0.73
C7 -3.79 0.77 -1.08
C8 4.70 0.05 2.29
C9 -4.66 -2.71 3.74
C10 2.48 1.36 -0.54
C11 4.15 0.66 1.03
C12 2.07 1.47 4.08
C13 2.97 -4.64 -6.24
C14 2.81 0.84 0.75
C15 -2.83 2.08 -2.85
C16 -5.21 1.57 -2.98
C17 2.99 -3.44 -4.10
C18 -2.21 -2.36 4.12
C19 0.09 -2.96 0.60
C20 1.05 1.53 -0.94
C21 1.70 0.50 1.69
C22 -2.95 4.46 2.77
C23 -3.26 -1.54 2.12
C24 0.36 0.21 -1.37
C25 1.26 -1.00 -1.50
H1 0.32 1.62 2.89
H2 1.88 -1.19 -0.62
H3 -2.49 -2.90 5.02
H4 -3.42 1.44 -0.31
H5 1.85 -0.95 -2.40
H6 -4.75 0.36 -0.79
H7 0.53 2.00 -0.11
H8 2.21 -5.25 -5.73
H9 -5.93 2.05 -2.32
H10 3.83 -3.52 -3.41
H11 -5.44 -2.50 3.00
H12 -4.94 -2.25 4.69
H13 1.47 1.90 4.86
H14 -5.57 0.57 -3.22
H15 4.07 -2.26 -6.90
H16 0.54 -3.66 1.28
H17 -3.01 2.60 -3.80
H18 1.00 2.23 -1.76
H19 -0.44 -0.02 -0.67
H20 6.11 0.97 0.20
H21 -3.03 3.93 3.71
H22 -3.07 -0.05 -1.20
H23 -4.85 2.82 3.26
H24 7.22 -1.39 1.32
H25 5.31 1.77 -1.81
H26 2.23 0.42 4.32
H27 -1.99 4.20 2.30
H28 4.74 -2.02 -5.27
H29 -4.60 -3.79 3.88
H30 3.92 -0.31 2.93
H31 -2.96 5.53 2.97
H32 -1.79 -1.39 4.39
H33 5.36 0.73 2.82
H34 2.24 -4.18 -3.83
H35 0.80 0.23 1.16
H36 3.03 1.97 4.09
H37 -1.45 -2.93 3.58
H38 2.00 -0.37 2.26
H39 -4.20 -1.46 1.56
H40 -4.06 3.93 -0.20
H41 -0.11 0.37 -2.32
H42 -3.27 5.40 0.43
H43 0.18 -1.96 1.01
H44 5.34 -3.33 -6.31
H45 2.54 -2.44 -4.00
H46 -0.97 -3.19 0.57
H47 -5.04 5.25 0.46
H48 -5.14 2.15 -3.90

Entry from the OMol25 dataset: a structure of composition CH2N2O3 at a distorted geometry (wB97M-V/def2-TZVPD).

Its total energy is -10186.47189 eV. For the energy above the lowest of the compared OMol25 structures with the same formula, charge and spin, the calculation gives 83.58 kcal/mol. As for the multiplicity: 1. As for the highest occupied orbital energy: -11.687 eV. The LUMO energy comes out at -0.44 eV.

CARTESIAN COORDINATES (ANGSTROEM)
O1 0.20 -3.18 0.55
O2 1.34 0.09 -1.35
O3 -0.66 0.87 -1.12
N1 0.24 0.08 -0.99
N2 -0.18 -1.07 -0.21
C1 0.11 -2.21 0.01
H1 -0.63 3.04 1.78
H2 -0.43 2.37 1.33

> Look up the highest occupied orbital energy of the first one.

-8.407 eV

> The highest highest occupied orbital energy belongs to which entry?

C4H20NO8S

> Among the records above, which one has the lowest highest occupied orbital energy?

CH2N2O3

What did the sixth record say?
Entry from the OMol25 dataset: a structure of composition CH2N2O3 at a distorted geometry (wB97M-V/def2-TZVPD).

Its total energy is -10186.47189 eV. For the energy above the lowest of the compared OMol25 structures with the same formula, charge and spin, the calculation gives 83.58 kcal/mol. As for the multiplicity: 1. As for the highest occupied orbital energy: -11.687 eV. The LUMO energy comes out at -0.44 eV.

CARTESIAN COORDINATES (ANGSTROEM)
O1 0.20 -3.18 0.55
O2 1.34 0.09 -1.35
O3 -0.66 0.87 -1.12
N1 0.24 0.08 -0.99
N2 -0.18 -1.07 -0.21
C1 0.11 -2.21 0.01
H1 -0.63 3.04 1.78
H2 -0.43 2.37 1.33